(1)
Below is a structure of composition C47H29F15Ge2N4RuS2, with properties calculated with ωB97M-V/def2-TZVPD.

```
100
Properties=species:S:1:pos:R:3:mulliken_spin:R:1
Ru 12.804 13.789 10.886 2.175
C 16.302 11.630 16.108 0.007
C 16.219 11.766 14.606 -0.007
N 14.870 12.183 14.293 0.077
C 14.443 12.332 13.052 0.187
S 12.708 12.810 13.095 -0.009
N 15.226 12.491 12.020 -0.096
N 14.650 12.909 10.855 0.225
C 15.351 13.016 9.749 0.270
C 16.772 12.734 9.761 -0.014
C 14.625 13.432 8.588 0.148
C 15.172 13.476 7.288 0.059
C 14.420 13.965 6.244 0.051
C 13.112 14.398 6.540 0.141
C 12.571 14.199 7.806 0.030
N 13.367 13.818 8.859 0.090
H 17.283 11.175 16.381 0.000
H 15.564 10.910 16.448 -0.001
H 16.092 12.575 16.626 0.000
H 16.470 10.830 14.115 -0.001
H 16.925 12.605 14.290 0.004
H 14.164 12.015 15.038 -0.010
H 17.061 12.556 10.796 0.005
H 17.415 13.523 9.319 0.010
H 17.081 11.783 9.233 0.021
H 16.194 13.136 7.224 0.013
H 14.793 14.047 5.199 0.004
H 12.426 14.785 5.739 0.004
H 11.549 14.429 7.993 -0.025
C 11.675 12.306 11.768 0.218
Ge 11.178 10.409 11.334 0.034
C 12.434 8.899 11.203 0.002
C 13.107 8.551 12.365 0.002
C 14.023 7.521 12.393 0.003
C 14.254 6.745 11.260 0.001
C 13.553 7.043 10.061 0.000
C 12.694 8.152 10.054 0.005
C 9.971 10.397 9.783 -0.006
C 9.329 9.202 9.387 0.001
C 8.368 9.140 8.413 0.001
C 7.974 10.300 7.792 0.000
C 8.632 11.515 8.023 0.004
C 9.582 11.559 9.047 -0.011
C 10.165 9.825 12.871 0.011
C 9.068 10.613 13.286 -0.001
C 8.235 10.229 14.345 0.001
C 8.480 9.014 14.962 0.000
C 9.435 8.118 14.469 0.001
C 10.249 8.500 13.453 0.000
H 10.719 12.848 11.859 -0.035
H 12.918 9.107 13.291 0.000
H 14.598 7.296 13.308 0.000
H 15.060 5.971 11.288 0.000
H 13.658 6.528 9.122 0.000
H 12.203 8.388 9.112 0.000
H 9.515 8.297 10.009 0.000
H 8.049 8.165 8.133 0.000
H 7.111 10.343 7.138 0.000
H 8.447 12.439 7.523 0.001
H 10.019 12.525 9.385 0.077
H 8.770 11.557 12.785 0.000
H 7.453 10.918 14.598 0.000
H 7.822 8.711 15.761 0.000
H 9.584 7.189 14.967 0.000
H 11.037 7.800 13.099 0.000
F 10.288 19.315 9.469 -0.001
C 11.594 19.614 9.694 0.001
C 12.333 18.789 10.534 0.027
C 13.645 19.269 10.849 -0.006
F 14.255 18.782 11.933 0.004
C 14.298 20.287 10.124 -0.003
F 15.481 20.764 10.450 0.000
C 13.555 20.876 9.095 0.003
F 14.098 21.828 8.260 0.000
C 12.200 20.623 8.975 0.000
F 11.461 21.390 8.142 0.000
Ge 11.477 17.293 11.520 0.039
S 13.282 15.970 11.303 0.184
C 11.086 17.981 13.350 0.023
C 10.447 19.231 13.414 -0.013
F 9.999 19.866 12.292 -0.001
C 10.173 19.869 14.623 0.000
F 9.767 21.219 14.696 0.000
C 10.486 19.234 15.826 0.000
F 10.236 19.755 17.053 0.000
C 10.851 17.862 15.774 0.000
F 10.967 17.144 16.894 0.000
C 11.247 17.319 14.562 0.008
F 11.803 16.114 14.549 0.002
C 9.991 16.437 10.527 0.031
C 9.010 15.796 11.298 0.093
F 8.957 15.960 12.666 -0.004
C 8.116 14.948 10.689 -0.043
F 7.392 14.077 11.438 0.001
C 7.910 14.977 9.313 0.010
F 6.931 14.237 8.719 0.000
C 8.818 15.700 8.541 -0.008
F 8.778 15.621 7.175 -0.001
C 9.874 16.341 9.155 -0.012
F 10.812 16.964 8.362 -0.003
```

Properties
Net charge: 0
Gap between HOMO and LUMO (alpha / beta) in eV: 4.89 / 7.01
Molecular weight in Da: 1245.17
Highest occupied orbital energy (alpha / beta) in eV: -5.4 / -8.1
2S+1: 5
Lowest unoccupied orbital energy (alpha / beta) in eV: -0.476 / -1.101

(2)
Below is a structure of composition C38H35BrCsN3O3P, with properties calculated with ωB97M-V/def2-TZVPD.

```
82
Properties=species:S:1:pos:R:3:mulliken_charge:R:1
Cs 0.534 0.074 0.387 1.716
C 0.945 5.612 1.759 -1.333
C 1.739 4.678 0.855 0.135
C 2.340 5.417 -0.335 -1.487
C 0.906 3.491 0.366 0.567
C -0.333 3.866 -0.468 -0.871
O -1.439 3.241 0.243 -0.413
C -0.903 2.673 1.347 -0.348
N 0.356 2.710 1.502 -0.637
C -1.884 2.041 2.269 0.384
C -1.833 2.426 3.604 -0.705
C -2.758 1.924 4.506 -0.740
C -3.724 1.029 4.070 -0.790
C -3.757 0.624 2.741 -0.031
C -2.845 1.122 1.814 0.855
P -2.758 0.500 0.074 0.008
C -3.864 1.603 -0.863 0.245
C -4.953 2.267 -0.304 -0.010
C -5.757 3.081 -1.089 -0.810
C -5.485 3.232 -2.444 -0.463
C -4.404 2.571 -3.011 -0.762
C -3.595 1.766 -2.218 -0.592
C -3.684 -1.070 0.199 0.202
C -3.090 -2.117 0.911 -0.082
C -3.693 -3.360 0.992 -0.636
C -4.904 -3.582 0.343 -0.519
C -5.500 -2.554 -0.370 -0.784
C -4.896 -1.301 -0.440 -0.146
H 1.588 6.410 2.135 0.494
H 0.530 5.089 2.621 0.238
H 0.122 6.097 1.226 0.252
H 2.552 4.246 1.445 0.378
H 1.563 5.880 -0.951 0.307
H 2.923 4.752 -0.977 0.399
H 3.001 6.219 -0.006 0.417
H 1.580 2.846 -0.216 0.362
H -0.329 3.484 -1.486 0.266
H -0.527 4.935 -0.496 0.403
H -1.068 3.123 3.922 0.512
H -2.725 2.231 5.543 0.443
H -4.453 0.637 4.766 0.449
H -4.493 -0.105 2.425 0.504
H -5.175 2.160 0.752 0.415
H -6.597 3.600 -0.645 0.418
H -6.114 3.865 -3.056 0.392
H -4.189 2.683 -4.066 0.425
H -2.746 1.258 -2.662 0.380
H -2.146 -1.957 1.425 0.190
H -3.223 -4.156 1.554 0.420
H -5.378 -4.554 0.396 0.389
H -6.444 -2.720 -0.874 0.415
H -5.380 -0.506 -0.993 0.405
C 0.906 -2.273 3.454 -0.716
O 1.456 -2.182 2.133 -0.086
C 2.424 -3.054 1.709 0.743
C 2.918 -4.112 2.445 -1.005
C 3.901 -4.930 1.892 -0.737
Br 4.568 -6.367 2.902 -0.198
C 4.380 -4.707 0.627 -0.757
C 3.878 -3.641 -0.125 1.369
C 2.902 -2.807 0.415 0.079
O 2.377 -1.754 -0.265 -0.708
C 4.345 -3.402 -1.498 -0.043
N 3.903 -2.419 -2.248 -0.400
C 4.564 -2.549 -3.471 0.357
C 4.475 -1.783 -4.631 -0.786
C 5.255 -2.158 -5.706 -0.557
C 6.111 -3.272 -5.638 -0.430
C 6.209 -4.038 -4.494 -1.029
C 5.415 -3.646 -3.420 0.669
N 5.254 -4.174 -2.145 -0.020
H 1.325 -3.085 4.035 0.285
H -0.168 -2.429 3.365 0.213
H 1.105 -1.336 3.970 0.309
H 2.568 -4.332 3.440 0.302
H 5.140 -5.364 0.227 0.460
H 2.839 -1.736 -1.169 0.672
H 3.815 -0.927 -4.684 0.413
H 5.209 -1.586 -6.623 0.386
H 6.706 -3.536 -6.502 0.396
H 6.867 -4.896 -4.444 0.387
H 5.715 -4.985 -1.773 0.204
```

Properties
Net charge: +1
Gap between HOMO and LUMO in eV: 8.40
Molecular weight in Da: 825.50
Highest occupied orbital energy in eV: -10.5
Energy above the lowest of the compared OMol25 structures with the same formula, charge and spin in eV: 0.000
Lowest unoccupied orbital energy in eV: -2.152

(3)
Below is a cluster of 2 separate species, C4H8N2O4 in total, with properties calculated with ωB97M-V/def2-TZVPD.

```
18
Properties=species:S:1:pos:R:3:mulliken_spin:R:1
C -1.275 0.610 0.524 0.867
C -2.041 -0.345 -0.131 0.339
C 1.442 -0.520 -0.169 0.048
C 2.821 -0.294 0.357 0.007
N 0.683 0.482 -0.544 0.256
N -1.551 -1.469 -0.633 0.194
O 1.238 1.792 -0.460 0.032
O -1.709 1.832 0.480 0.140
O -3.410 -0.414 0.113 0.050
O 1.162 -1.754 -0.342 0.098
H 2.613 -0.020 1.401 0.001
H 3.296 0.522 -0.006 -0.001
H 3.425 -1.221 0.341 -0.001
H -0.663 -1.817 -0.570 -0.014
H -2.204 -2.256 -0.682 0.003
H 1.078 2.258 -1.392 0.001
H -3.680 0.336 0.590 -0.002
H -1.226 2.279 1.124 -0.017
```

Properties
Net charge: 0
Gap between HOMO and LUMO (alpha / beta) in eV: 7.07 / 6.59
Molecular weight in Da: 148.12
Highest occupied orbital energy (alpha / beta) in eV: -6.8 / -8.3
Energy above the lowest of the compared OMol25 structures with the same formula, charge and spin in eV: 1.548
2S+1: 3
Lowest unoccupied orbital energy (alpha / beta) in eV: 0.303 / -1.734

no.,strongest force on any atom (eV/A),DFT total energy (hartree)
1,3.68,-8570.2720
2,1.09,-4794.4222
3,4.44,-567.4424